Formula: C5H13N2
Source: the OMol25 dataset
Level of theory: wB97M-V/def2-TZVPD

```
20
Properties=species:S:1:pos:R:3
C 2.8750 -0.2621 0.7692
N 1.6894 0.1290 0.8325
C 1.1915 1.1139 -0.1128
C -0.3095 1.0182 -0.2260
C -0.7759 -0.4414 -0.4746
C -2.1533 -0.5128 -1.0398
N -0.8430 -0.9333 0.9727
H 3.4330 -0.9739 1.3597
H 3.5583 0.1782 0.0108
H 1.6037 0.9858 -1.1219
H 1.5274 2.0702 0.2908
H -0.6869 1.6762 -1.0259
H -0.9306 1.5111 0.5331
H -0.0697 -1.1176 -0.9556
H -2.6896 -1.4627 -0.9790
H -2.1979 -0.3251 -2.1125
H -2.7196 0.3750 -0.7185
H -1.2378 -1.8593 1.0839
H -1.3754 -0.2708 1.5323
H 0.1110 -0.8985 1.3815
```

- E_LUMO (eV) = -2.89
- orbital gap (eV) = 11.1
- largest force on an atom (eV/Å) = 2.7
- SMILES = C=NCC[C@H](C)[NH3+]
- E_HOMO (eV) = -13.98
- energy relative to the best compared isomer or geometry (same formula, charge and spin) (kcal per mole) = 44.98
- charge = +1

Atom charges from the Mulliken analysis, given in e for atoms 1 to 4: atom 1 (C): -0.281, atom 2 (N): -0.445, atom 3 (C): -0.620, atom 4 (C): -1.175